# 1
95
Properties=species:S:1:pos:R:3:forces:R:3:mulliken_charge:R:1 method="wB97M-V/def2-TZVPD" multiplicity=2 s2=0.76 total_energy_ev=-214571.938 charge=+1 de_lowest_ev=0.000 largest_force_ha_per_bohr=0.0354 gap_ev="7.1 / 6.7"
Sc -0.00767 0.00793 -1.64571 -1.712 -0.427 -0.441 -0.060
Se -2.81383 -0.07379 -1.29495 -0.129 -0.038 0.008 -0.140
Se -1.86515 -1.14094 -3.84688 -0.019 -0.024 0.079 -0.030
C -0.89713 -2.55290 -3.03826 -0.110 -0.011 0.052 0.235
C -0.90645 -3.84447 -3.56328 0.008 -0.123 0.055 -0.828
C -0.20045 -4.83780 -2.91279 -0.040 0.024 -0.070 -0.306
C 0.48667 -4.53569 -1.73953 0.005 -0.116 -0.009 -1.041
C 0.45489 -3.23840 -1.28722 0.061 0.125 -0.003 -0.427
N -0.20484 -2.26287 -1.92697 0.111 0.104 0.061 0.341
C -2.46476 1.61507 -2.09181 0.044 0.061 0.047 0.226
C -3.46194 2.46493 -2.54499 -0.038 0.098 -0.037 -1.249
C -3.09454 3.66919 -3.12470 -0.073 -0.039 0.027 -0.455
C -1.74901 3.99535 -3.22489 -0.039 0.065 -0.039 -1.247
C -0.81568 3.09869 -2.74954 0.096 -0.049 0.186 -0.544
N -1.16223 1.92798 -2.19920 -0.072 -0.134 -0.143 1.341
H -1.47349 -4.04362 -4.46153 0.014 -0.028 0.016 0.470
H -0.18826 -5.84571 -3.30853 -0.015 0.026 0.003 0.405
H 1.04487 -5.28831 -1.19843 -0.029 0.031 -0.036 0.494
H 0.99367 -2.94204 -0.39502 0.034 0.050 0.068 0.722
H -4.49708 2.17098 -2.44472 0.005 0.020 -0.013 0.554
H -3.85372 4.34884 -3.49449 0.040 -0.038 0.023 0.453
H -1.42161 4.92757 -3.66419 -0.018 -0.023 0.012 0.567
H 0.24309 3.32071 -2.78704 0.027 -0.043 -0.021 0.623
C -3.66840 -3.35062 7.82975 0.044 0.012 -0.052 -1.612
C -3.00307 -2.98390 6.52996 -0.030 -0.016 0.074 0.396
C -1.95097 -2.07785 6.49953 -0.029 0.002 0.076 -0.849
C -1.29274 -1.73950 5.32367 0.040 0.061 -0.043 1.064
C -0.15271 -0.75454 5.39575 -0.086 -0.099 -0.025 -1.345
C -1.73292 -2.34178 4.13623 -0.038 -0.128 -0.048 0.370
Te -0.84775 -1.97597 2.26403 -0.162 0.263 0.067 0.677
N -1.01984 0.02076 2.28950 0.182 -0.127 -0.219 -0.900
C -0.47831 0.48576 1.20351 0.060 -0.537 0.238 0.673
O 0.11742 -0.28474 0.31340 0.133 0.490 1.256 0.125
C -0.50968 1.95579 0.98428 -0.008 -0.061 -0.018 0.356
C 0.65501 2.61940 0.61755 0.024 0.052 -0.065 0.233
C 0.62316 3.98774 0.38930 -0.013 0.009 -0.004 -0.766
C -0.57245 4.68303 0.51275 -0.007 -0.018 0.001 -0.549
C -1.73491 4.01752 0.89090 -0.001 0.020 -0.015 -0.783
C -1.70220 2.65605 1.14305 -0.043 -0.012 0.007 -0.206
C 1.20011 -2.16494 2.72719 -0.101 -0.169 0.000 0.822
C 2.01236 -1.04565 2.80572 0.034 0.028 -0.019 -0.508
C 3.36749 -1.20750 3.04757 0.028 -0.027 0.018 -0.879
C 3.89120 -2.48440 3.20387 -0.007 0.047 -0.015 -0.765
C 3.06417 -3.59471 3.12633 0.011 -0.027 0.007 -0.814
C 1.69976 -3.45963 2.88494 -0.081 -0.105 0.035 0.700
C 0.80096 -4.67460 2.83753 0.042 0.151 -0.004 -1.362
C -2.80504 -3.25483 4.12660 0.040 -0.005 -0.112 0.603
C -3.33175 -3.92378 2.87114 0.119 0.075 0.138 -1.687
C -3.41792 -3.55666 5.33324 -0.050 -0.020 0.056 -0.918
H -3.60280 -2.53668 8.55143 -0.003 -0.018 -0.027 0.385
H -3.18026 -4.22334 8.27087 -0.012 0.026 -0.019 0.305
H -4.71885 -3.60069 7.68159 0.030 0.013 -0.006 0.390
H -1.63175 -1.60755 7.42428 -0.009 -0.025 -0.041 0.410
H -0.20574 -0.19032 6.32521 -0.017 -0.015 0.002 0.464
H -0.18048 -0.04650 4.56981 -0.001 0.011 -0.028 0.098
H 0.80862 -1.27117 5.37767 0.001 -0.005 -0.014 0.302
H 1.57755 2.06732 0.50071 0.002 0.006 -0.002 0.293
H 1.53166 4.50678 0.10738 -0.042 -0.012 0.016 0.449
H -0.60106 5.74878 0.32020 0.008 -0.032 0.012 0.461
H -2.66541 4.56381 0.99440 0.061 -0.033 -0.009 0.450
H -2.59482 2.12072 1.44302 0.025 0.023 -0.007 0.481
H 1.59679 -0.05072 2.70379 -0.013 -0.028 -0.025 0.592
H 4.00809 -0.33806 3.11963 -0.004 -0.027 -0.009 0.463
H 4.94947 -2.61656 3.39078 -0.031 0.007 0.000 0.419
H 3.47992 -4.58736 3.25737 -0.015 0.037 0.001 0.411
H 1.37423 -5.59161 2.95289 0.028 0.002 0.005 0.478
H 0.26182 -4.74390 1.88697 0.012 0.007 -0.007 0.219
H 0.05896 -4.64500 3.64134 0.016 -0.002 -0.013 0.312
H -3.61528 -3.20083 2.10660 0.003 0.052 -0.050 0.338
H -4.22027 -4.50830 3.10167 0.027 0.007 0.036 0.423
H -2.59864 -4.60695 2.43513 0.017 0.019 -0.016 0.297
H -4.25053 -4.25321 5.33827 0.044 0.041 0.001 0.382
C 2.66221 5.60082 -6.26490 0.011 -0.105 0.012 -1.561
C 2.51013 4.32478 -5.47764 -0.006 0.062 -0.067 0.508
C 3.21283 4.12082 -4.29579 0.054 0.038 -0.028 -0.682
C 3.06832 2.96758 -3.54099 0.043 -0.106 0.030 1.093
C 4.01220 2.80484 -2.36981 -0.078 0.028 -0.061 -1.771
C 2.15599 1.97737 -3.98015 -0.007 0.052 0.101 0.294
C 1.52072 2.11430 -5.23308 -0.055 -0.100 -0.010 1.145
C 0.61933 1.07701 -5.86478 0.083 0.054 -0.055 -1.632
C 1.70128 3.29634 -5.93991 0.054 0.053 -0.132 -0.779
C 1.66996 0.93754 -3.04170 0.473 0.152 -0.010 0.609
O 1.03976 -0.10319 -3.40328 0.751 0.115 -0.680 -0.575
O 1.69692 1.13858 -1.76914 0.482 0.409 -0.249 -0.631
H 3.02044 6.41573 -5.63638 -0.012 -0.028 -0.007 0.393
H 1.71391 5.89744 -6.71486 0.030 -0.006 0.018 0.383
H 3.38066 5.46788 -7.07861 -0.033 -0.014 0.055 0.312
H 3.91137 4.87998 -3.95609 -0.052 -0.030 -0.012 0.423
H 4.23758 3.77409 -1.92327 -0.030 -0.018 -0.031 0.419
H 4.95541 2.39784 -2.74206 0.002 -0.003 -0.001 0.369
H 3.64317 2.14257 -1.60015 -0.054 -0.054 0.057 0.216
H -0.42625 1.25471 -5.60385 -0.021 -0.009 0.064 0.211
H 0.85864 0.06375 -5.56477 0.015 0.060 -0.069 0.267
H 0.70571 1.15612 -6.94960 -0.051 0.043 0.043 0.533
H 1.19218 3.41332 -6.89284 0.016 -0.014 0.072 0.455

***

# 2
108
Properties=species:S:1:pos:R:3:forces:R:3:mulliken_charge:R:1 method="wB97M-V/def2-TZVPD" multiplicity=1 total_energy_ev=-224992.167 charge=-1 largest_force_ha_per_bohr=0.0291 gap_ev=6.2
K -0.50914 -0.59108 0.44645 1.229 0.314 -0.793 1.948
C -0.48624 -2.47628 3.55985 0.039 -0.016 0.056 -1.336
N -1.14324 -2.43078 2.27025 -0.192 -0.226 0.364 1.678
C -0.96684 -3.69388 1.58855 0.257 -0.104 -0.193 -0.904
C 0.49396 -3.97028 1.19925 0.242 -0.173 0.135 -1.730
N 1.22756 -2.75418 0.96945 -0.902 0.516 0.264 0.449
C 2.41866 -2.79558 0.45395 1.133 -0.358 -0.415 -0.364
C 3.16436 -1.57848 0.31235 0.044 0.137 0.097 -0.162
F 2.61156 -0.40778 0.77335 0.061 -0.536 -0.205 -0.100
C 4.40046 -1.47958 -0.26835 0.251 -0.001 -0.043 0.111
F 4.99226 -0.26188 -0.38195 -0.032 -0.287 0.053 -0.482
C 5.06926 -2.60378 -0.74075 0.006 -0.100 -0.034 0.518
F 6.28936 -2.49298 -1.34255 -0.285 -0.006 0.122 -0.416
C 4.43776 -3.83358 -0.57955 0.454 0.220 -0.197 0.283
F 5.06986 -4.95788 -0.99005 -0.175 0.332 0.081 -0.359
C 3.19056 -3.92918 -0.00905 -0.308 0.089 0.131 0.353
F 2.69766 -5.20038 0.10445 0.042 0.250 0.007 -0.387
C -2.54084 -2.09038 2.45025 -0.468 -0.008 -0.039 -0.383
C -3.29814 -1.67548 1.19375 -0.262 -0.071 0.073 -0.875
N -2.94484 -0.33008 0.82805 0.061 -0.091 0.450 -0.444
C -3.62404 0.27142 -0.10385 -0.930 0.295 -0.565 0.778
C -3.37004 1.65302 -0.37245 0.181 0.164 0.048 -0.782
F -2.28554 2.22132 0.22995 -0.323 -0.132 -0.178 0.565
C -4.12844 2.45162 -1.18505 -0.116 0.227 -0.145 -0.200
F -3.81834 3.76712 -1.30165 -0.163 -0.386 -0.021 -0.453
C -5.20454 1.92592 -1.89915 -0.009 -0.137 0.001 0.545
F -5.96944 2.70682 -2.70995 0.197 -0.165 0.159 -0.422
C -5.43254 0.55912 -1.78055 -0.268 0.522 -0.259 0.271
F -6.42294 -0.00148 -2.51735 0.263 0.109 0.163 -0.413
C -4.67744 -0.23198 -0.94625 0.133 -0.249 0.109 0.369
F -4.95824 -1.57248 -0.98675 0.066 0.268 0.067 -0.528
H -0.94354 -3.22448 4.23295 -0.034 0.019 -0.027 0.258
H -0.53704 -1.49838 4.03095 0.009 0.053 0.113 0.071
H 0.55706 -2.73538 3.41545 0.163 -0.006 0.076 0.363
H -1.57044 -3.68478 0.68465 -0.153 0.027 -0.070 0.260
H -1.32254 -4.53498 2.21685 -0.092 0.066 -0.091 0.263
H 0.48146 -4.62338 0.31625 -0.075 -0.089 0.114 0.502
H 0.97366 -4.55178 1.99955 -0.061 -0.128 -0.002 0.596
H -2.56584 -1.22058 3.10565 -0.118 -0.064 0.150 -0.844
H -3.08674 -2.92038 2.93895 0.050 0.016 0.070 0.359
H -4.37234 -1.72118 1.43335 0.055 -0.247 0.001 0.546
H -3.12404 -2.39178 0.38185 -0.072 -0.139 0.018 0.343
C -1.59034 2.85202 -3.29305 -0.009 -0.062 -0.051 -0.644
C -2.61114 2.30192 -4.04745 0.116 0.031 0.095 -1.025
C -2.87254 0.94742 -3.94495 0.164 -0.087 0.116 -0.570
C -2.08224 0.17112 -3.09155 -0.192 0.701 -0.302 0.601
N -1.11864 0.71652 -2.35465 0.057 -0.250 0.313 0.433
C -0.88974 2.00702 -2.44345 0.074 0.412 -0.177 0.155
C -2.19424 -1.29488 -2.99365 -0.252 -0.623 -0.269 0.228
C -3.06914 -2.04758 -3.78135 0.106 0.076 0.138 -0.581
C -3.02634 -3.42758 -3.70335 0.042 0.008 0.056 -1.063
C -2.10534 -4.02368 -2.85905 -0.016 0.017 -0.009 -0.936
C -1.28964 -3.19208 -2.10275 -0.164 -0.513 -0.125 -0.613
N -1.34144 -1.87958 -2.15905 0.043 0.328 0.295 0.888
H -1.36104 3.90402 -3.35605 0.043 0.099 0.081 0.477
H -3.20874 2.92922 -4.69255 -0.073 0.008 -0.069 0.411
H -3.68634 0.53232 -4.51655 -0.049 -0.174 -0.033 0.391
H -0.10114 2.38052 -1.80135 0.051 0.149 0.013 -0.142
H -3.77084 -1.57708 -4.44765 -0.098 0.135 -0.078 0.432
H -3.69724 -4.03008 -4.30175 -0.014 0.008 -0.013 0.415
H -2.02494 -5.09818 -2.78955 0.040 -0.061 0.057 0.498
H -0.54924 -3.59738 -1.42925 0.131 -0.158 0.165 0.530
C -2.52194 3.17482 3.01125 -0.086 0.036 -0.003 -1.504
As -1.19674 1.70772 3.02855 -0.317 0.196 0.440 1.673
C -1.78624 0.99832 4.78365 0.025 -0.092 0.003 -1.743
C 0.27686 2.81702 3.71165 0.032 0.034 0.031 -0.015
C 0.24136 3.36742 4.98445 -0.155 0.022 0.159 -0.963
C 1.29756 4.10642 5.48835 0.020 0.040 0.141 -0.792
C 2.42916 4.28872 4.71625 0.074 0.045 0.053 -0.805
C 2.47376 3.75662 3.43715 0.294 0.055 -0.173 -0.510
C 1.40196 3.04332 2.91305 0.016 -0.071 0.085 -0.424
As 1.30516 2.46522 1.04035 0.446 0.586 -0.361 1.477
C 3.06896 3.12722 0.38705 -0.100 -0.098 0.124 -1.713
C 0.35736 4.11352 0.52805 -0.067 0.155 -0.093 -1.386
H -2.53814 3.69822 3.97015 0.047 -0.081 -0.013 0.509
H -3.51304 2.76662 2.81105 0.015 -0.082 -0.021 0.398
H -2.29544 3.89372 2.22685 0.039 -0.034 -0.037 0.324
H -2.27644 1.75732 5.39665 0.086 0.048 -0.084 0.581
H -0.92304 0.60322 5.32105 -0.017 -0.028 -0.060 0.426
H -2.50384 0.19162 4.62725 0.065 0.047 -0.040 0.346
H -0.63234 3.22162 5.60775 -0.016 -0.026 0.013 0.245
H 1.24116 4.52552 6.48575 -0.007 0.002 0.001 0.396
H 3.27016 4.85212 5.10435 0.005 -0.047 -0.039 0.389
H 3.37176 3.91242 2.84975 -0.066 -0.002 -0.045 0.337
H 3.23266 4.16852 0.66845 -0.032 -0.029 0.031 0.491
H 3.07536 3.07122 -0.70425 -0.107 -0.058 0.054 0.401
H 3.89346 2.51332 0.75335 -0.076 -0.030 0.025 0.438
H 0.70276 4.95422 1.13265 0.064 -0.085 -0.036 0.515
H -0.70804 3.98212 0.68565 -0.113 -0.017 -0.057 0.079
H 0.52986 4.34052 -0.52475 -0.024 -0.067 -0.034 0.476
N 6.26356 -0.18618 -3.92175 0.426 0.119 0.194 -0.286
C 5.17756 -0.48578 -4.67265 0.014 0.104 0.109 -0.237
O 5.21086 -0.59028 -5.88035 -0.075 -0.160 -0.260 -0.648
C 3.93076 -0.61318 -3.85695 -0.417 0.026 0.104 0.770
C 3.60686 0.36022 -2.91705 -0.004 -0.134 -0.142 -0.518
C 2.45496 0.19472 -2.16565 0.139 0.196 -0.072 -0.349
N 1.64876 -0.84258 -2.29925 -0.364 0.042 0.343 0.447
C 1.93956 -1.74988 -3.21245 0.174 -0.238 -0.245 -0.373
C 3.06556 -1.68788 -4.02115 0.125 0.191 0.020 -1.063
H 7.16656 -0.13748 -4.36375 -0.094 -0.052 -0.083 0.240
H 6.23566 -0.30858 -2.92455 -0.011 -0.049 0.094 0.196
H 4.24586 1.21832 -2.77635 0.041 0.095 0.071 0.596
H 2.17746 0.90612 -1.39555 0.059 0.083 -0.038 0.249
H 1.23966 -2.57128 -3.29805 -0.014 -0.120 -0.035 0.343
H 3.28236 -2.45338 -4.74995 -0.018 -0.078 -0.072 0.515
O 1.41326 0.00492 3.35285 -0.163 -0.086 0.337 -0.731
H 1.34746 -0.69788 2.69715 0.129 -0.317 -0.186 0.164
H 2.13746 0.55742 3.05155 0.110 0.010 -0.045 0.307